C36H37Cl2IN4O2SiTa | ωB97M-V with the def2-TZVPD basis set

Each line ends with the Mulliken charge.
Geometry (Å):
Ta1 0.170 -0.834 -0.915  0.89
C1 1.404 0.559 -1.788  -1.05
Si1 1.998 1.924 -0.519  -0.49
C2 2.812 0.744 0.713  -0.95
N1 1.908 -0.331 1.163  1.14
C3 2.575 -1.645 1.340  -0.61
C4 3.594 -1.603 2.487  -0.71
C5 3.031 -0.877 3.720  -0.77
C6 1.514 -0.780 3.622  -0.73
C7 1.106 0.035 2.390  -0.10
C8 0.584 2.802 0.294  0.81
C9 0.793 3.452 1.516  -0.13
C10 -0.215 4.190 2.116  -0.93
C11 -1.452 4.307 1.494  -0.71
C12 -1.674 3.685 0.273  -0.51
C13 -0.664 2.941 -0.322  -0.49
C14 3.257 3.078 -1.175  1.00
C15 4.428 2.621 -1.796  -0.54
C16 5.348 3.516 -2.308  -0.81
C17 5.118 4.884 -2.196  -0.51
C18 3.966 5.353 -1.581  -0.76
C19 3.039 4.458 -1.068  -0.18
H1 2.299 0.105 -2.240  0.57
H2 0.861 1.093 -2.588  0.79
H3 3.190 1.341 1.547  0.29
H4 3.677 0.295 0.215  0.75
H5 3.086 -1.916 0.425  -0.42
H6 1.803 -2.391 1.550  0.61
H7 4.511 -1.122 2.147  0.26
H8 3.845 -2.638 2.725  0.50
H9 3.454 0.126 3.807  0.29
H10 3.310 -1.409 4.627  0.47
H11 1.097 -0.279 4.495  0.52
H12 1.080 -1.783 3.590  0.35
H13 1.255 1.095 2.581  0.28
H14 0.051 -0.110 2.209  -0.41
H15 1.765 3.406 1.998  0.57
H16 -0.035 4.688 3.059  0.51
H17 -2.233 4.904 1.947  0.48
H18 -2.631 3.799 -0.222  0.59
H19 -0.841 2.511 -1.303  0.50
H20 4.627 1.556 -1.891  0.25
H21 6.244 3.155 -2.795  0.42
H22 5.845 5.585 -2.583  0.43
H23 3.785 6.416 -1.497  0.43
H24 2.143 4.835 -0.591  0.30
I1 4.396 -5.315 -2.554  0.30
C20 2.634 -4.280 -2.367  -1.06
C21 1.376 -4.637 -2.848  0.14
N2 0.514 -3.694 -2.479  0.08
N3 1.127 -2.710 -1.772  -0.11
C22 2.432 -3.081 -1.712  -0.20
H25 1.070 -5.494 -3.429  0.52
H26 -0.478 -3.677 -2.668  0.08
H27 3.169 -2.472 -1.226  0.71
Cl1 -6.991 -1.513 -2.368  -0.17
C23 -5.329 -1.844 -2.665  0.32
C24 -4.898 -1.982 -3.962  -0.66
C25 -3.549 -2.207 -4.234  -1.12
C26 -2.669 -2.323 -3.190  -0.79
C27 -3.128 -2.235 -1.874  1.80
Cl2 -1.930 -2.573 -0.599  -0.14
C28 -4.453 -1.974 -1.546  -0.35
N4 -5.011 -1.936 -0.297  0.03
C29 -4.487 -1.691 1.001  -0.06
C30 -4.917 -2.543 2.016  -0.86
C31 -4.512 -2.348 3.324  -0.68
C32 -3.682 -1.278 3.636  -1.07
C33 -3.306 -0.394 2.643  -0.52
C34 -3.720 -0.567 1.323  0.56
C35 -3.380 0.505 0.299  -0.87
C36 -2.009 0.247 -0.198  1.04
O1 -1.035 -0.047 0.579  -0.14
O2 -1.692 0.160 -1.428  -0.50
H28 -5.617 -1.914 -4.766  0.47
H29 -3.206 -2.302 -5.254  0.48
H30 -1.618 -2.489 -3.392  0.25
H31 -6.009 -2.094 -0.314  0.32
H32 -5.556 -3.380 1.761  0.53
H33 -4.844 -3.026 4.098  0.44
H34 -3.357 -1.121 4.655  0.49
H35 -2.710 0.476 2.899  0.53
H36 -3.385 1.486 0.782  0.48
H37 -4.070 0.528 -0.543  0.51

**Calculated total energy**: -90536.5003 eV
**Gap between HOMO and LUMO (spin up / spin down)**: 4.32 / 4.32 eV
**Charge**: +3

C39H72N3O25S5 | ωB97M-V with the def2-TZVPD basis set

Each line ends with the Mulliken charge.
Geometry (Å):
C1 -4.336 3.494 -2.577  -0.76
O1 -2.968 3.692 -2.881  -0.21
C2 -2.322 2.458 -3.201  0.54
C3 -1.014 2.419 -2.369  0.21
C4 0.095 1.542 -2.986  -1.12
C5 -0.252 0.014 -2.957  0.72
C6 0.961 -0.838 -2.487  -0.91
C7 0.610 -2.322 -2.228  -1.00
C8 -0.101 -2.607 -0.862  -1.08
C9 0.380 -1.699 0.272  0.95
C10 -0.509 -0.707 0.700  0.47
C11 -0.144 0.180 1.724  0.83
C12 -1.148 1.231 2.179  -0.79
C13 -2.633 0.714 2.165  -1.68
C14 -3.396 1.039 0.833  0.57
C15 -4.247 -0.163 0.327  -1.48
C16 -3.948 -0.501 -1.165  1.22
O2 -4.079 -1.910 -1.396  -0.45
C17 -4.264 -2.181 -2.731  0.68
C18 -3.147 -2.861 -3.529  -0.76
O3 -5.293 -1.913 -3.293  -0.52
C19 1.173 0.051 2.294  0.33
C20 1.561 1.058 3.363  -1.47
C21 1.867 2.438 2.657  -0.62
C22 2.811 3.347 3.475  -0.20
N1 2.751 4.726 2.921  -0.73
C23 1.995 -0.975 1.830  -1.17
N2 3.313 -1.208 2.338  0.82
C24 3.344 -1.572 3.780  -1.06
C25 4.246 -0.145 1.999  0.33
C26 5.022 -0.348 0.687  -1.14
O4 4.468 0.822 2.678  -0.43
N3 1.592 -1.842 0.837  1.25
C27 2.521 -2.911 0.407  0.35
C28 2.709 -4.032 1.469  -0.13
C29 2.252 -5.423 0.997  -0.92
O5 2.992 -5.793 -0.160  -0.52
H1 -4.886 4.419 -2.826  0.32
H2 -4.805 2.671 -3.146  0.40
H3 -4.477 3.324 -1.488  0.11
H4 -2.141 2.385 -4.289  0.26
H5 -2.970 1.651 -2.818  -0.47
H6 -1.258 2.106 -1.340  -0.59
H7 -0.634 3.455 -2.327  0.51
H8 0.322 1.864 -4.013  0.42
H9 1.010 1.715 -2.391  0.42
H10 -1.147 -0.190 -2.350  -0.75
H11 -0.429 -0.258 -4.013  0.54
H12 1.502 -0.343 -1.663  0.05
H13 1.656 -0.830 -3.348  0.67
H14 1.515 -2.926 -2.389  0.50
H15 -0.105 -2.617 -3.018  0.53
H16 -1.180 -2.438 -0.989  0.25
H17 0.111 -3.656 -0.597  0.25
H18 -1.488 -0.608 0.233  -0.76
H19 -0.961 1.520 3.222  0.29
H20 -1.117 2.099 1.501  0.26
H21 -2.705 -0.346 2.439  0.47
H22 -3.160 1.285 2.947  0.60
H23 -2.682 1.346 0.047  -0.87
H24 -4.030 1.924 1.005  0.87
H25 -5.331 -0.015 0.429  0.37
H26 -3.968 -1.063 0.900  0.39
H27 -2.916 -0.165 -1.361  -1.39
H28 -4.634 0.105 -1.779  0.69
H29 -2.646 -3.595 -2.875  0.28
H30 -2.421 -2.122 -3.910  0.04
H31 -3.579 -3.368 -4.400  0.44
H32 0.718 1.241 4.043  0.92
H33 2.417 0.764 3.977  0.36
H34 2.297 2.206 1.666  0.34
H35 0.935 3.007 2.501  0.41
H36 2.544 3.387 4.544  0.33
H37 3.868 3.055 3.413  -0.06
H38 1.820 5.068 3.148  0.29
H39 2.814 4.679 1.906  0.31
H40 3.623 -2.641 3.838  0.33
H41 4.130 -1.039 4.333  0.40
H42 2.357 -1.487 4.249  0.35
H43 4.360 -0.309 -0.182  0.12
H44 5.849 0.367 0.665  0.47
H45 5.453 -1.363 0.750  0.43
H46 2.241 -3.351 -0.554  0.68
H47 3.498 -2.439 0.245  -0.95
H48 2.266 -3.727 2.431  -0.03
H49 3.794 -4.105 1.665  0.36
H50 2.470 -6.122 1.828  0.46
H51 1.159 -5.457 0.855  0.09
H52 3.609 -6.483 0.108  0.37
C30 6.191 2.029 7.069  -0.36
C31 5.103 2.345 6.064  0.00
O6 3.897 2.377 6.835  -0.24
S1 4.225 2.915 8.318  1.07
O7 3.925 4.298 8.373  -0.55
O8 3.704 1.986 9.253  -0.54
O9 5.823 2.748 8.250  -0.33
H53 6.211 0.964 7.312  0.31
H54 7.175 2.340 6.726  0.33
H55 5.033 1.600 5.274  0.05
H56 5.247 3.333 5.620  0.26
C32 7.775 -2.782 -3.413  -0.32
C33 7.461 -1.666 -4.386  -0.37
O10 6.333 -0.994 -3.809  -0.32
S2 6.431 -1.066 -2.211  1.05
O11 6.993 0.143 -1.730  -0.61
O12 5.205 -1.592 -1.727  -0.37
O13 7.547 -2.214 -2.116  -0.36
H57 7.092 -3.624 -3.541  0.28
H58 8.800 -3.133 -3.500  0.32
H59 7.223 -2.034 -5.380  0.33
H60 8.284 -0.951 -4.452  0.31
C34 -0.880 -5.788 3.354  -0.39
C35 -2.017 -5.386 4.269  -0.48
O14 -1.583 -4.152 4.860  -0.32
S3 -0.680 -3.347 3.815  0.96
O15 -1.487 -2.382 3.159  -0.45
O16 0.543 -3.003 4.447  -0.57
O17 -0.412 -4.554 2.787  -0.16
H61 -0.059 -6.240 3.915  0.32
H62 -1.201 -6.471 2.571  0.34
H63 -2.219 -6.128 5.036  0.35
H64 -2.931 -5.189 3.705  0.30
C36 -3.514 6.937 -7.011  -0.38
C37 -3.784 5.477 -7.309  -0.29
O18 -2.615 4.791 -6.848  -0.34
S4 -2.010 5.565 -5.569  1.01
O19 -2.472 4.910 -4.379  -0.37
O20 -0.635 5.817 -5.811  -0.63
O21 -2.835 6.936 -5.751  -0.33
H65 -2.850 7.379 -7.756  0.30
H66 -4.428 7.522 -6.949  0.32
H67 -3.944 5.291 -8.368  0.32
H68 -4.641 5.107 -6.741  0.26
C38 -8.020 -0.973 -1.761  0.06
C39 -8.366 0.113 -2.755  -0.18
O22 -9.475 0.802 -2.166  -0.36
S5 -9.329 0.778 -0.564  1.12
O23 -8.745 2.001 -0.143  -0.53
O24 -10.535 0.283 -0.013  -0.54
O25 -8.204 -0.368 -0.474  -0.29
H69 -8.705 -1.819 -1.843  0.32
H70 -6.998 -1.323 -1.874  -0.03
H71 -8.635 -0.285 -3.730  0.34
H72 -7.545 0.826 -2.867  0.17

**Calculated total energy**: -151432.4256 eV
**ΔE to the lowest compared entry with this formula, charge and spin**: 0.0 kJ/mol
**Gap between HOMO and LUMO**: 7.81 eV
**Charge**: +1

C10H12NO | ωB97M-V with the def2-TZVPD basis set

Each line ends with the Löwdin spin population.
Geometry (Å):
C1 -3.556 0.084 -0.099  0.10
C2 -2.737 1.076 -0.566  0.00
C3 -2.953 -1.036 0.477  0.00
C4 -1.364 1.051 -0.341  0.11
C5 -1.631 -1.149 0.736  0.08
C6 -0.820 -0.108 0.255  0.05
C7 0.571 -0.358 0.125  0.52
C8 1.279 -1.610 -0.316  0.08
C9 2.787 -1.233 -0.271  0.01
C10 1.670 2.099 0.532  0.06
N1 1.717 0.699 0.337  0.59
O1 2.871 0.206 -0.287  0.29
H1 -4.654 0.023 -0.280  0.00
H2 -3.116 1.898 -1.083  0.00
H3 -3.711 -1.896 0.579  0.00
H4 -0.679 1.795 -0.824  0.00
H5 -1.052 -1.849 1.324  0.00
H6 1.120 -2.568 0.310  0.02
H7 0.928 -1.809 -1.324  0.02
H8 3.169 -1.593 0.772  0.01
H9 3.301 -1.683 -1.162  0.00
H10 2.511 2.348 1.127  0.02
H11 0.810 2.309 1.174  0.00
H12 1.783 2.717 -0.372  0.03

**Calculated total energy**: -14089.9435 eV
**Multiplicity**: 3
**ΔE to the lowest compared entry with this formula, charge and spin**: 30.9 kJ/mol
**Gap between HOMO and LUMO (spin up / spin down)**: 8.67 / 5.95 eV
**Charge**: +1

H3O4PS | ωB97M-V with the def2-TZVPD basis set

Each line ends with the Mulliken charge.
Geometry (Å):
O1 0.936 1.458 1.308  -0.33
O2 -0.553 -0.191 -1.763  -0.39
O3 -1.251 0.078 0.613  -0.41
O4 1.471 0.715 0.288  -0.36
P1 -0.375 -0.834 -0.328  0.79
S1 -0.522 -2.762 -0.463  -0.31
H1 1.389 1.402 2.195  0.32
H2 0.012 -0.859 -2.315  0.34
H3 -1.108 0.995 0.464  0.34

**Calculated total energy**: -28359.3663 eV
**ΔE to the lowest compared entry with this formula, charge and spin**: 462.4 kJ/mol
**Gap between HOMO and LUMO (spin up / spin down)**: 7.23 / 8.32 eV